No. 1
Formula: C3H14NO2S2
Source: the OMol25 dataset
Level of theory: wB97M-V/def2-TZVPD

XYZ file:
```
22
C3H14NO2S2 wB97M-V/def2-TZVPD
N 1.939 0.118 1.642
C 0.493 -0.104 1.845
C -0.380 0.945 1.181
S 0.177 1.437 -0.478
S 0.163 -0.288 -1.522
C -1.565 -0.464 -1.968
H 2.428 -0.712 1.208
H 2.413 0.347 2.518
H 2.067 0.920 1.016
H 0.224 -0.221 2.895
H 0.188 -1.074 1.449
H -1.418 0.589 1.213
H -0.563 1.838 1.793
H -2.162 -0.752 -1.097
H -1.732 -1.217 -2.733
H -2.010 0.482 -2.275
H 3.720 -2.316 0.121
H 2.446 -1.932 -0.678
O 2.849 -1.902 0.173
H -3.688 -0.823 1.716
H -4.368 0.377 0.981
O -3.660 -0.288 0.910
```

Output
Charge ... +1

***

No. 2
Formula: C3H14NO3
Source: the OMol25 dataset
Level of theory: wB97M-V/def2-TZVPD

XYZ file:
```
21
C3H14NO3 wB97M-V/def2-TZVPD
C -1.424 -0.082 1.093
C -0.878 0.302 -0.244
C -1.499 0.867 -1.265
N 0.436 -0.287 -0.627
H -2.459 -0.408 1.135
H -0.796 -0.848 1.546
H -1.383 0.790 1.753
H -1.181 0.958 -2.294
H -2.397 1.451 -1.086
H 1.140 0.250 -0.081
H 0.757 -0.140 -1.575
H 0.537 -1.276 -0.362
H -2.059 -2.250 -0.528
H -1.457 -3.584 -0.212
O -1.215 -2.694 -0.558
H 2.920 -1.077 1.248
H 3.584 -0.015 1.881
O 2.686 -0.180 1.559
H 0.453 2.952 0.220
H 1.425 2.856 -1.017
O 1.115 2.402 -0.222
```

Output
Charge ... +1

***

For each record above, in turn, the calculated Kohn-Sham gap values are 0.35074 0.40741 Ha.
For each record above, in turn, the calculated energy above the lowest of the compared OMol25 structures with the same formula, charge and spin values are 26.3 114.4 kJ/mol.
For each record above, in turn, the calculated highest occupied orbital energy values are -12.5 -14.1 eV.